# 1
The following is a DFT calculation (the ωB97M-V functional and the def2-TZVPD basis) of a structure of composition C7H14IrOPS.

Each line ends with the natural charge from an NBO analysis.
Element x y z (Å)
C 1.22960 0.79393 -2.41673  -0.500
C -0.01590 0.54751 -3.26826  -0.150
C -0.37587 -0.79612 -3.30392  -0.190
C 0.55499 -1.47471 -2.51104  -0.188
C 1.62045 -0.60591 -1.96492  -0.336
Ir 0.47622 0.49950 -0.65007  1.065
P 0.51909 2.58807 0.45260  0.092
H 1.82840 1.69341 -2.62105  0.279
H -0.35175 1.16586 -4.06799  0.240
H -1.07283 -1.32602 -3.95982  0.265
H 2.63344 -1.12013 -1.79614  0.287
H 0.61265 -2.55904 -2.36173  0.246
H -0.61003 3.07074 1.17132  0.080
H 0.93970 3.78771 -0.25145  0.058
H 1.40227 2.62128 1.58469  0.069
C -0.14027 -0.07301 3.52565  -0.775
S -0.17154 -1.12904 2.00973  0.784
C -1.84262 -1.90187 2.00066  -0.770
O -0.49805 0.02015 0.97312  -0.966
H 0.26559 -0.68305 4.34279  0.251
H -1.14316 0.25758 3.83432  0.236
H 0.51747 0.77208 3.25432  0.212
H -2.46315 -1.46032 2.79947  0.235
H -2.27808 -1.73120 0.99625  0.229
H -1.63663 -2.95740 2.22821  0.248

## Properties
HOMO level (alpha / beta): -7.57 / -12.77 eV
2S+1: 6
ΔE to the lowest compared entry with this formula, charge and spin: 15.5 kcal per mole
LUMO (alpha / beta): -3.02 / -6.57 eV
Net charge: +1
Orbital gap (alpha / beta): 4.55 / 6.20 eV



# 2
The following is a DFT calculation (the ωB97M-V functional and the def2-TZVPD basis) of a cluster of 8 separate species, C26H72ClN6O11 in total.

Each line ends with the Löwdin charge.
Element x y z (Å)
Cl 8.50031 -19.06229 -4.29435  0.624
O 8.94125 -19.27709 -5.66256  -0.407
O 9.65109 -18.56080 -3.50356  -0.421
O 7.45420 -18.08243 -4.28327  -0.401
O 7.95301 -20.27048 -3.68969  -0.397
C 4.32321 -11.22638 -8.35567  -0.087
C 4.90316 -12.58462 -8.06303  -0.415
C 6.05370 -12.91695 -9.04180  -0.236
O 5.72562 -12.72326 -10.39296  -0.172
C 6.72431 -13.24980 -11.24267  -0.113
N 5.34720 -12.59816 -6.62342  0.039
H 3.92007 -11.22121 -9.36837  0.073
H 4.92351 -10.32170 -8.25925  0.079
H 3.48452 -11.10012 -7.67101  0.075
H 4.10998 -13.31315 -8.23098  0.135
H 6.36131 -13.94570 -8.85426  0.122
H 6.88540 -12.34682 -8.62791  0.120
H 6.88634 -14.32696 -11.28235  0.090
H 7.60950 -12.68524 -10.94973  0.087
H 6.61275 -12.95616 -12.28643  0.081
H 5.90588 -13.42504 -6.46772  0.063
H 5.98787 -11.83724 -6.44837  0.059
C 6.77274 -16.53818 2.97867  -0.071
C 7.39661 -17.54153 1.98104  -0.409
C 8.39687 -18.54449 2.68736  -0.211
O 7.73012 -19.33701 3.63718  -0.191
C 8.60314 -19.82405 4.69683  -0.089
N 6.32624 -18.34625 1.40273  0.030
H 6.25574 -16.90460 3.86555  0.075
H 6.16794 -15.78667 2.47117  0.067
H 7.57383 -15.93074 3.39981  0.062
H 7.86034 -17.00948 1.15039  0.131
H 9.20855 -17.92680 3.07171  0.112
H 8.81119 -19.27097 1.98830  0.123
H 9.52954 -20.29711 4.37110  0.079
H 8.03880 -20.46543 5.37376  0.081
H 8.92152 -18.98530 5.31589  0.074
H 6.81955 -18.48583 0.53251  0.073
H 5.61508 -17.71899 1.05504  0.064
C 14.99993 -20.74528 -0.28173  -0.068
C 15.57986 -21.02776 1.07896  -0.502
C 14.94214 -20.14493 2.09263  -0.217
O 15.46544 -20.45357 3.37202  -0.195
C 15.13837 -19.59191 4.45794  -0.097
N 15.19561 -22.33821 1.34906  0.028
H 14.92349 -19.67773 -0.48811  0.072
H 13.98614 -21.08510 -0.49354  0.092
H 15.72361 -21.08141 -1.02430  0.077
H 16.66683 -20.96522 1.13066  0.143
H 13.85994 -20.27450 2.07999  0.139
H 15.16195 -19.10927 1.83345  0.125
H 15.92606 -19.79412 5.18372  0.084
H 14.18825 -19.79186 4.95332  0.080
H 15.13357 -18.54761 4.14566  0.082
H 15.74259 -23.05164 0.88869  0.085
H 15.41506 -22.51205 2.31948  0.072
C -0.15055 -20.05741 -5.57498  -0.070
C 1.25733 -19.57505 -5.87412  -0.455
C 1.43870 -18.47007 -6.98235  -0.152
O 0.84569 -18.94514 -8.24168  -0.211
C 0.96822 -17.96028 -9.26278  -0.116
N 1.90768 -19.27999 -4.62853  0.029
H -0.50843 -20.52829 -6.49056  0.068
H -0.87451 -19.24621 -5.49797  0.071
H -0.17355 -20.70678 -4.69983  0.079
H 1.81350 -20.46940 -6.15502  0.135
H 2.49530 -18.25618 -7.14345  0.117
H 1.03168 -17.51245 -6.65769  0.113
H 0.51162 -17.07606 -8.81805  0.083
H 0.50191 -18.32066 -10.17972  0.083
H 2.01468 -17.81625 -9.53163  0.082
H 2.89048 -19.19093 -4.84363  0.077
H 1.65011 -18.34301 -4.35317  0.069
C 12.51624 -26.44775 -5.81724  -0.046
C 12.46363 -25.08453 -5.02555  -0.412
C 12.70496 -23.84625 -5.91505  -0.229
O 14.02729 -23.94530 -6.37271  -0.193
C 14.50552 -22.84769 -7.11593  -0.114
N 11.12783 -24.90348 -4.50388  0.025
H 11.65104 -26.49768 -6.47832  0.070
H 12.44713 -27.24686 -5.07918  0.066
H 13.46132 -26.64622 -6.32275  0.067
H 13.21047 -25.05974 -4.23200  0.133
H 12.53372 -22.91151 -5.38116  0.123
H 11.99190 -23.73728 -6.73223  0.127
H 14.58058 -21.99283 -6.44386  0.085
H 13.84136 -22.53041 -7.91987  0.083
H 15.47671 -23.03270 -7.57491  0.083
H 10.47654 -25.20853 -5.21301  0.063
H 10.97276 -23.91018 -4.40693  0.068
C 2.33747 -23.81871 -11.95793  -0.061
C 2.25955 -24.50005 -10.54701  -0.443
C 3.47239 -24.25438 -9.63719  -0.212
O 4.59495 -24.74378 -10.34727  -0.193
C 5.84811 -24.51577 -9.65580  -0.078
N 0.98393 -24.21185 -9.94617  0.029
H 2.15621 -22.74418 -11.98334  0.070
H 1.59116 -24.22892 -12.63825  0.063
H 3.24100 -23.99602 -12.54128  0.065
H 2.23890 -25.57900 -10.70045  0.131
H 3.25464 -24.84242 -8.74562  0.123
H 3.45266 -23.20276 -9.35117  0.127
H 5.92854 -23.51282 -9.23660  0.091
H 6.75563 -24.80427 -10.18616  0.079
H 5.87542 -25.31371 -8.91375  0.080
H 0.96889 -23.21153 -10.08487  0.061
H 0.26271 -24.39727 -10.62849  0.066
C 13.04216 -15.55265 -6.66503  -0.093
C 11.76714 -14.73390 -7.05475  -0.287
O 11.14187 -15.56020 -8.04937  -0.095
H 12.72107 -16.56362 -6.41416  0.071
H 13.60741 -15.15968 -5.81994  0.060
H 13.77381 -15.62224 -7.46997  0.063
H 11.98524 -13.72936 -7.41733  0.100
H 11.18581 -14.59901 -6.14263  0.102
H 10.82408 -16.32701 -7.56709  0.079

## Properties
HOMO level: -6.09 eV
2S+1: 1
ΔE to the lowest compared entry with this formula, charge and spin: 20.8 kcal per mole
LUMO: 2.13 eV
Net charge: -1
Orbital gap: 8.23 eV



# 3
The following is a DFT calculation (the ωB97M-V functional and the def2-TZVPD basis) of a structure of composition C39H29Cl2NNbO4.

Each line ends with the Löwdin charge.
Element x y z (Å)
C -6.40930 4.45689 -3.62680  -0.019
C -5.80665 3.33536 -3.91608  -0.276
C -4.95162 1.95350 -4.02619  -0.428
Nb -2.78717 2.29241 -3.26273  1.311
C -2.61002 0.16672 -2.45779  -0.738
Cl -3.93431 -1.10227 -2.81464  0.401
C -1.50382 -0.31437 -1.68243  -0.700
C -0.23779 0.58639 -1.28713  -0.166
Cl -1.48484 -2.07565 -1.12390  0.580
C -1.88999 1.51243 -5.23752  -0.317
C -0.60850 2.13788 -5.93906  -0.108
C -0.11453 1.44316 -7.25275  -0.168
N -0.67037 0.28838 -7.91025  -0.037
C -1.84998 -0.24446 -7.27560  -0.160
C -2.54891 0.24975 -5.96507  -0.107
H -6.86676 5.49953 -3.55699  0.013
H -5.52888 1.19290 -3.39012  0.010
H -4.96450 1.69884 -5.16016  0.037
H -1.18064 2.82289 -2.62238  -0.140
H -3.54572 2.93652 -1.72517  -0.137
H -2.93229 3.97178 -4.00384  -0.120
H -0.46897 1.18723 -0.32646  0.077
H 0.60817 -0.15763 -0.98640  0.069
H 0.19081 1.21971 -2.13858  0.046
H -0.08006 3.04719 -5.48912  0.065
H 0.81704 1.92080 -7.75764  0.085
H -2.34057 -1.16084 -7.79552  0.087
H -3.48069 -0.29189 -5.57717  0.045
C 0.00281 6.56810 6.89309  -0.065
C 1.28554 6.04449 6.74455  -0.065
C 1.48875 4.90940 5.96624  0.000
C 0.40591 4.28673 5.34302  -0.084
C -0.88109 4.79669 5.51168  -0.083
C -1.07965 5.94634 6.27918  0.001
C -2.04410 4.11722 4.89674  -0.280
O -3.16941 4.56527 5.04136  0.100
C -1.82117 2.88291 4.11248  -0.086
C -2.91368 2.19917 3.57476  0.009
C -2.71228 1.04436 2.82440  -0.043
C -1.42001 0.57369 2.60061  -0.055
C -0.32929 1.24897 3.13920  0.005
C -0.52891 2.39992 3.90462  -0.087
C 0.63455 3.09013 4.50247  -0.280
O 1.76678 2.67675 4.31115  0.098
H -0.15401 7.45937 7.49318  0.104
H 2.12826 6.52296 7.23427  0.104
H 2.49161 4.50911 5.85005  0.120
H -2.07759 6.35614 6.40324  0.120
H -3.92359 2.56175 3.74219  0.122
H -3.56346 0.51159 2.41158  0.113
H -1.26311 -0.32341 2.00884  0.104
H 0.67506 0.87420 2.96499  0.122
C -0.21227 -4.85216 -0.43059  -0.084
C -0.10027 -6.21470 -0.15937  -0.052
C 1.14577 -6.77247 0.10993  -0.003
C 2.28753 -5.97015 0.09703  -0.091
C 2.17911 -4.61076 -0.19842  -0.079
C 0.92514 -4.05019 -0.45112  -0.020
C 3.38749 -3.75889 -0.26395  -0.278
O 3.29411 -2.57000 -0.51836  0.106
C 4.71248 -4.37359 -0.02452  -0.082
C 5.86609 -3.59506 -0.13956  0.004
C 7.11523 -4.16137 0.09676  -0.062
C 7.21621 -5.50347 0.45756  -0.065
C 6.06967 -6.28353 0.56771  -0.002
C 4.81583 -5.72159 0.31713  -0.085
C 3.60541 -6.56865 0.40215  -0.282
O 3.69381 -7.74581 0.71400  0.092
H -1.18554 -4.41762 -0.63125  0.041
H -0.98608 -6.84256 -0.15583  0.107
H 1.22486 -7.83395 0.32553  0.118
H 0.83292 -2.99134 -0.66821  0.062
H 5.79478 -2.54749 -0.41729  0.122
H 8.01121 -3.55537 0.00163  0.105
H 8.19047 -5.94316 0.64890  0.104
H 6.15541 -7.33016 0.84456  0.119

## Properties
HOMO level: -5.37 eV
2S+1: 1
LUMO: 0.43 eV
Net charge: -1
Orbital gap: 5.79 eV



# 4
The following is a DFT calculation (the ωB97M-V functional and the def2-TZVPD basis) of a structure of composition C13H22ClI2NOPV.

Each line ends with the natural charge from an NBO analysis.
Element x y z (Å)
I 0.42981 2.97069 2.30179  0.123
I 1.59639 2.44743 4.86949  0.176
V 0.76074 0.75972 0.48740  0.683
P 3.07298 1.36420 -0.16717  1.063
C 4.62503 0.58259 0.32698  -0.943
C 3.22976 1.67419 -1.94358  -0.944
H 2.03028 3.48512 0.29706  0.258
H 3.81027 3.56684 0.50298  0.276
H 2.76883 2.79300 1.74203  0.248
C 2.92500 2.96201 0.65991  -0.952
H 2.32277 2.15663 -2.32131  0.269
H 4.10402 2.30622 -2.13630  0.275
H 5.47243 1.22536 0.07639  0.279
H 4.71884 -0.37844 -0.18599  0.274
H 3.35077 0.71568 -2.46151  0.265
H 4.60166 0.39211 1.40173  0.265
C 1.81360 -0.77238 0.61309  0.414
O 2.55027 -1.68414 0.77954  -0.393
Cl -0.43968 1.73079 -1.12453  -0.412
C -3.03572 0.06334 -1.68324  -0.428
N -2.79354 -1.40601 -1.64196  -0.341
C -2.89594 -1.98489 -3.00731  -0.418
C -1.46416 -1.81565 -0.92589  -0.216
C -1.57654 -1.50021 0.53128  -0.123
C -2.70970 -1.96529 1.20222  -0.194
C -2.86472 -1.66623 2.54514  -0.167
C -1.91307 -0.87289 3.23549  -0.156
C -0.80195 -0.36438 2.53713  -0.255
C -0.62640 -0.74849 1.21622  -0.202
H -2.19820 0.55585 -2.18980  0.242
H -3.12525 0.45491 -0.67512  0.240
H -3.97166 0.24440 -2.22980  0.240
H -3.56803 -1.81011 -1.08131  0.436
H -2.08970 -1.59960 -3.64313  0.236
H -2.81418 -3.07397 -2.92144  0.237
H -3.87590 -1.72296 -3.41520  0.244
H -1.37798 -2.90348 -1.11329  0.243
H -0.64487 -1.33310 -1.49257  0.234
H -3.46224 -2.54927 0.67833  0.208
H -3.72965 -2.04749 3.07109  0.247
H -2.07649 -0.61759 4.28663  0.247
H -0.12791 0.36546 2.99851  0.220

## Properties
HOMO level (alpha / beta): -15.13 / -15.26 eV
2S+1: 3
ΔE to the lowest compared entry with this formula, charge and spin: 0.0 kcal per mole
LUMO (alpha / beta): -8.48 / -8.50 eV
Net charge: +2
Orbital gap (alpha / beta): 6.65 / 6.76 eV



In the order shown, the computed DFT total energy values come out to -32480.0067; -72103.2735; -77177.7400; -81060.0339 eV.
In the order shown, the computed strongest force on any atom values come out to 7.17; 3.69; 5.61; 7.07 eV/A.